(1)
{
  "formula": "C33H36F3N3OPtS2",
  "method": "ωB97M-V/def2-TZVPD",
  "spin_multiplicity": 3,
  "gap_ev": [6.76, 6.29],
  "relative_energy_kj_mol": 59.8,
  "mol_weight_da": 806.877,
  "e_lumo_ev": [-4.99, -7.05],
  "charge": 2,
  "elements": ["Pt", "S", "S", "F", "F", "F", "O", "N", "N", "N", "C", "C", "C", "C", "C", "C", "C", "C", "C", "C", "C", "C", "C", "C", "C", "C", "C", "C", "C", "C", "C", "C", "C", "C", "C", "C", "C", "C", "C", "C", "C", "C", "C", "H", "H", "H", "H", "H", "H", "H", "H", "H", "H", "H", "H", "H", "H", "H", "H", "H", "H", "H", "H", "H", "H", "H", "H", "H", "H", "H", "H", "H", "H", "H", "H", "H", "H", "H", "H"],
  "positions_angstrom": [[-0.511, -1.091, 0.797], [0.124, -1.359, -2.503], [0.632, -1.072, 3.958], [-1.220, 8.307, 0.447], [0.860, 8.134, -0.122], [-0.688, 7.944, -1.618], [-0.605, -1.462, 3.129], [-0.869, -1.740, -1.305], [0.855, -6.171, 1.488], [-0.309, -3.537, 1.089], [1.048, -3.412, -4.007], [-0.459, 0.789, 0.615], [-0.370, 7.658, -0.350], [-0.076, -4.081, 2.433], [2.381, 2.455, 3.237], [0.037, 0.453, -4.557], [1.388, 3.388, 3.529], [-0.467, 3.420, 0.254], [-0.126, -5.599, 2.484], [-1.959, 1.981, -3.346], [-0.251, -4.587, -5.654], [0.935, -4.428, -4.951], [-1.469, 5.592, 0.582], [-0.415, 6.163, -0.122], [-1.416, 2.372, -4.561], [-1.326, -3.731, -5.431], [1.670, 4.863, 3.416], [-0.421, 1.610, -5.166], [-0.522, 0.074, -3.339], [-0.484, 2.028, 0.449], [0.609, 5.382, -0.651], [-1.502, 4.223, 0.765], [-0.119, 1.573, 4.078], [-1.223, -2.712, -4.498], [0.564, -5.654, 0.099], [2.144, 1.096, 3.376], [-1.508, 0.824, -2.719], [0.053, -1.141, 5.633], [0.136, 2.925, 3.940], [0.591, 4.017, -0.463], [0.607, -4.138, 0.110], [-0.033, -2.568, -3.794], [0.898, 0.666, 3.810], [3.355, 2.799, 2.906], [1.416, 5.850, -1.201], [1.621, -3.794, 0.342], [-0.648, 3.640, 4.159], [-2.254, 6.218, 0.981], [-1.106, -5.984, 2.207], [0.896, -0.912, 6.287], [-1.275, -3.700, 0.812], [-2.051, -2.031, -4.334], [-0.294, -2.159, 5.805], [-0.423, -6.027, -0.170], [-2.737, 2.573, -2.880], [2.462, 5.155, 4.108], [-0.758, -0.431, 5.777], [-1.846, -1.650, -1.584], [1.776, -5.080, -5.149], [-2.243, -3.852, -5.995], [-2.319, 3.757, 1.303], [0.901, -3.726, 2.779], [-0.820, -3.680, 3.115], [0.835, -7.190, 1.508], [-1.921, 0.509, -1.771], [1.800, -5.891, 1.756], [2.924, 0.376, 3.155], [1.299, -6.076, -0.583], [-1.773, 3.271, -5.045], [0.136, -5.974, 3.471], [2.009, 5.121, 2.410], [-0.003, 1.916, -6.117], [1.380, 3.391, -0.860], [0.808, -0.145, -5.029], [1.976, -3.258, -3.466], [-0.338, -5.376, -6.391], [0.349, -3.779, -0.878], [0.786, 5.458, 3.645], [-1.105, 1.232, 4.367]]
}

---

(2)
{
  "formula": "C5H11N",
  "method": "ωB97M-V/def2-TZVPD",
  "gap_ev": 9.48,
  "relative_energy_kj_mol": 303.7,
  "mol_weight_da": 85.150,
  "e_lumo_ev": 1.00,
  "elements": ["N", "C", "C", "C", "C", "C", "H", "H", "H", "H", "H", "H", "H", "H", "H", "H", "H"],
  "positions_angstrom": [[0.369, 1.377, 0.430], [-0.971, 0.730, 0.458], [-0.685, -0.737, 0.523], [0.669, -2.782, -0.313], [0.534, 2.841, 0.043], [-0.196, -1.509, -0.462], [-0.740, -1.583, -1.518], [-0.920, -1.347, 1.455], [1.504, -2.869, 0.432], [-1.554, 0.988, -0.489], [0.010, -3.636, -0.183], [0.510, 2.945, -1.068], [-1.483, 1.032, 1.350], [0.841, 0.788, -0.225], [1.482, 3.378, 0.465], [-0.352, 3.379, 0.503], [0.981, -2.997, -1.401]]
}

---

(3)
{
  "formula": "C46H24I4N7Pd",
  "method": "ωB97M-V/def2-TZVPD",
  "gap_ev": 5.37,
  "relative_energy_kj_mol": 60.0,
  "mol_weight_da": 1288.783,
  "e_lumo_ev": -5.08,
  "charge": 1,
  "elements": ["I", "I", "I", "I", "Pd", "N", "N", "N", "N", "N", "N", "N", "C", "C", "C", "C", "C", "C", "C", "C", "C", "C", "C", "C", "C", "C", "C", "C", "C", "C", "C", "C", "C", "C", "C", "C", "C", "C", "C", "C", "C", "C", "C", "C", "C", "C", "C", "C", "C", "C", "C", "C", "C", "C", "C", "C", "C", "C", "H", "H", "H", "H", "H", "H", "H", "H", "H", "H", "H", "H", "H", "H", "H", "H", "H", "H", "H", "H", "H", "H", "H", "H"],
  "positions_angstrom": [[-4.728, -3.769, 6.929], [2.253, -7.864, -4.665], [7.376, 3.487, 4.867], [-6.079, 1.584, -1.658], [0.006, 0.423, -0.345], [0.221, 0.030, -2.327], [0.985, 2.185, -0.528], [-4.004, 3.722, -2.331], [-4.587, 4.870, -4.458], [-1.929, 2.222, -0.670], [-0.691, -1.421, -0.119], [0.148, 0.663, 1.622], [1.043, 0.321, -4.417], [0.505, -1.227, -2.857], [-1.110, 2.641, -2.666], [-3.357, 1.509, -3.104], [1.044, 1.404, 2.282], [0.194, -5.832, -3.803], [-1.089, -3.630, -0.366], [-1.613, -3.255, 0.846], [-2.117, -1.786, 3.354], [0.518, 0.932, -3.230], [1.155, 2.763, -1.688], [-3.144, 2.618, -0.830], [-2.332, -3.394, 5.133], [0.634, -3.665, -2.840], [2.891, 3.449, -0.448], [1.033, -1.022, -4.187], [-4.307, 4.336, -3.475], [2.468, -5.097, -3.483], [5.693, 2.267, 2.682], [-4.153, -1.894, 4.636], [2.090, 2.197, 1.620], [-1.586, -2.823, 4.113], [1.561, -6.062, -3.896], [5.637, 3.068, 3.813], [2.034, 2.563, 0.313], [3.268, 3.322, 3.536], [-0.182, 0.359, 3.848], [2.002, -3.898, -2.963], [-0.528, -2.463, -0.952], [-0.265, -4.640, -3.268], [0.193, 2.319, -2.747], [-1.345, -1.175, 2.235], [4.427, 3.601, 4.241], [-2.997, 4.020, -1.339], [2.347, 3.571, -1.689], [4.531, 2.007, 1.970], [-3.612, -2.924, 5.392], [0.864, 1.229, 3.686], [-3.401, -1.326, 3.617], [3.310, 2.525, 2.394], [-2.088, 1.785, -3.409], [-4.097, 2.285, -2.046], [0.180, -2.392, -2.227], [-0.594, -0.035, 2.541], [-1.309, -1.876, 1.013], [-1.534, 3.466, -1.463], [4.569, 1.374, 1.092], [2.697, 4.184, -2.503], [-0.751, 4.108, -1.065], [1.444, 1.696, 4.462], [-0.509, -6.577, -4.148], [-1.101, -4.615, -0.800], [-0.596, -0.008, 4.772], [2.705, -3.142, -2.635], [-1.330, -4.454, -3.215], [-2.124, -3.877, 1.561], [6.633, 1.848, 2.354], [-1.920, -4.207, 5.715], [-5.155, -1.538, 4.831], [-3.899, 0.759, -3.663], [-0.586, -3.185, 3.908], [-3.090, 4.951, -0.789], [-1.660, 1.237, -4.239], [4.387, 4.232, 5.118], [3.762, 3.955, -0.065], [-3.822, -0.526, 3.019], [1.309, -1.805, -4.875], [2.332, 3.759, 3.860], [1.343, 0.833, -5.317], [3.531, -5.274, -3.565]]
}